Record 1
Molecular formula: C16H30IrN4O2Si2
Method: DFT, ωB97M-V/def2-TZVPD

Output
- molecular weight (g/mol) = 558.8
- electronic energy (eV) = -45720.210
- LUMO energy (alpha / beta) (eV) = -0.404 / -2.327
- gap between HOMO and LUMO (alpha / beta) (eV) = 2.77 / 5.12
- 2S+1 = 6

XYZ file:
```
55
C16H30IrN4O2Si2 (ωB97M-V/def2-TZVPD)
Ir 0.72107 0.00048 -0.60980
C -1.12453 -3.90762 0.92720
Si -0.43473 -3.09752 -0.61070
C 1.41697 -3.32032 -0.61160
C -1.12583 -3.90612 -2.14870
N -0.73063 -1.40882 -0.60980
C -2.06273 -0.71542 -0.60930
C -3.27863 -1.42222 -0.60890
C -4.49113 -0.73192 -0.60840
C -4.50483 0.66328 -0.60840
C -3.30703 1.38298 -0.60880
C -2.07013 0.71118 -0.60930
N -0.73493 1.41568 -0.60980
Si -0.35213 3.09568 -0.61090
C 0.68597 3.41298 -2.12780
C -1.73733 4.35298 -0.61150
C 0.68657 3.41498 0.90520
H -0.86083 -4.98512 0.91990
H -2.22643 -3.80522 0.96500
H -0.68183 -3.42752 1.82380
H 1.65807 -4.40302 -0.61220
H 1.84677 -2.84552 0.29420
H 1.84607 -2.84472 -1.51730
H -0.86213 -4.98362 -2.14270
H -0.68383 -3.42522 -3.04520
H -2.22773 -3.80362 -2.18550
H -3.30313 -2.49962 -0.60890
H -5.42443 -1.28012 -0.60810
H -5.45023 1.19068 -0.60800
H -3.37703 2.44798 -0.60870
H 0.07747 3.22878 -3.03690
H 1.56207 2.73248 -2.12490
H 1.03507 4.46588 -2.12290
H -2.35543 4.24248 -1.52600
H -1.29153 5.36888 -0.61240
H -2.35483 4.24398 0.30350
H 1.56277 2.73448 0.90280
H 0.07847 3.23188 1.81470
H 1.03577 4.46788 0.89870
C 2.50877 0.00048 3.30860
C 2.10797 0.00048 1.84410
N 0.78127 0.00048 1.42180
O -0.20443 0.00048 2.17260
C 3.17367 0.00048 0.77070
C 4.65477 0.00048 1.06830
N 2.74527 0.00048 -0.54960
O 3.53417 0.00048 -1.49410
H 1.66817 0.00048 4.02190
H 3.11557 0.90468 3.52170
H 3.11557 -0.90372 3.52170
H -0.19653 0.00048 3.13210
H 4.87307 0.00048 2.15370
H 5.12137 0.90498 0.62460
H 5.12137 -0.90402 0.62460
H 0.72107 0.00048 -2.33410
```

These are the Mulliken partial charges, in e, on atoms 1 to 5: Ir 0.018; C -0.947; Si -0.102; C -0.905; C -0.995

Record 2
Molecular formula: C16H30N4O3
Method: DFT, ωB97M-V/def2-TZVPD

Output
- molecular weight (g/mol) = 326.4
- electronic energy (eV) = -29184.140
- LUMO energy (eV) = 0.765
- structure (SMILES) = CCN(CCN)C(=O)C(=O)N[C@H]1CCC[C@H](C(=O)NC(C)C)C1
- energy above the lowest of the compared OMol25 structures with the same formula, charge and spin (kcal/mol) = 3.1
- gap between HOMO and LUMO (eV) = 10.05

XYZ file:
```
53
C16H30N4O3 (ωB97M-V/def2-TZVPD)
C 0.85246 -4.26203 0.69635
C 0.63261 -3.13366 -0.30215
N -0.12008 -2.01606 0.27034
C -1.55999 -2.05729 0.07739
C -2.03079 -1.23405 -1.11327
N -1.51213 -1.76994 -2.37245
C 0.37934 -0.95855 0.92807
O -0.33398 -0.05274 1.33779
C 1.88298 -0.87608 1.17072
O 2.68390 -1.77984 0.96904
N 2.24391 0.31946 1.65014
C 3.60682 0.64096 1.98712
C 3.84094 2.13715 2.12363
C 5.30208 2.44094 2.46216
C 5.80224 1.63568 3.65468
C 5.57180 0.13208 3.49580
C 6.51305 -0.43584 2.41953
O 7.67348 -0.05553 2.35029
N 6.01711 -1.38076 1.59480
C 6.78042 -2.01572 0.53548
C 5.81304 -2.56312 -0.50464
C 7.69806 -3.10046 1.08695
C 4.09325 -0.12020 3.21317
H 1.41592 -5.07262 0.23116
H 1.41982 -3.91795 1.55981
H -0.09761 -4.67282 1.04519
H 1.58154 -2.79123 -0.70472
H 0.07513 -3.50694 -1.15865
H -1.87880 -3.09485 -0.03087
H -2.05152 -1.67568 0.97334
H -3.12826 -1.20188 -1.10535
H -1.68683 -0.20755 -0.98912
H -1.96204 -2.64825 -2.60350
H -1.70245 -1.13688 -3.13814
H 1.50089 0.98481 1.81916
H 4.20930 0.30805 1.13187
H 3.56352 2.64121 1.19553
H 3.19564 2.53982 2.91471
H 5.93184 2.22412 1.59393
H 5.41710 3.50645 2.66269
H 6.85404 1.83801 3.86260
H 5.30052 1.96197 4.57406
H 5.89784 -0.36492 4.41156
H 5.03626 -1.61384 1.64900
H 7.40119 -1.25240 0.06069
H 6.35952 -3.05565 -1.30933
H 5.13734 -3.30372 -0.06943
H 5.21207 -1.76752 -0.94656
H 8.25087 -3.58409 0.27883
H 8.42444 -2.67860 1.78059
H 7.12446 -3.87394 1.60251
H 3.51064 0.18747 4.09135
H 3.87861 -1.18983 3.14897
```

These are the Mulliken partial charges, in e, on atoms 1 to 5: C -1.131; C -0.568; N 0.329; C -1.130; C -0.571

Record 3
Molecular formula: C16H30NOSc
Method: DFT, ωB97M-V/def2-TZVPD

Output
- molecular weight (g/mol) = 297.4
- electronic energy (eV) = -41298.666
- net charge = +2
- LUMO energy (alpha / beta) (eV) = -9.294 / -9.151
- energy above the lowest of the compared OMol25 structures with the same formula, charge and spin (kcal/mol) = 116.6
- gap between HOMO and LUMO (alpha / beta) (eV) = 5.70 / 5.79

XYZ file:
```
49
C16H30NOSc (ωB97M-V/def2-TZVPD)
C 1.39763 1.93325 -1.20483
H 2.32649 2.20709 -0.67104
H 1.71502 1.82423 -2.24305
H 1.34948 -0.96795 1.53983
C 0.27260 2.91064 -1.07914
H -0.70924 2.42771 -1.29762
H 0.18467 3.32875 -0.06453
C 0.46312 4.07374 -2.08306
H -0.39579 4.74042 -2.11390
H 1.34535 4.67358 -1.85203
H 0.57693 3.69414 -3.09827
C -0.79454 -1.81017 -0.33640
C -1.44409 -1.07463 -1.35197
C -0.47790 -0.70076 -2.32015
C 0.78610 -1.20209 -1.90896
C 0.59609 -1.92655 -0.67096
C 1.59648 -2.80246 0.00947
C 2.00221 -1.24183 -2.75338
C -0.75284 -0.00727 -3.59209
C -2.89335 -0.79646 -1.41199
C -1.45976 -2.51771 0.77636
Sc 1.10306 0.21344 0.18637
H 2.90720 -1.49790 -2.18778
H 1.89452 -2.01341 -3.53543
H 2.18232 -0.28749 -3.26617
H 2.62362 -2.50636 -0.23443
H 1.53096 -2.74655 1.10728
H 1.45137 -3.86401 -0.25686
H -2.34611 -1.96729 1.11289
H -1.80307 -3.52045 0.46778
H -0.78627 -2.64868 1.63188
H -3.09940 0.06882 -2.04562
H -3.50082 -1.62015 -1.80921
H -3.27706 -0.58596 -0.40974
H 0.00780 0.74644 -3.81196
H -0.78084 -0.68516 -4.45366
H -1.72322 0.49146 -3.57562
C 1.08793 1.04727 4.24372
N -0.20828 0.45521 3.90271
C -1.05062 -0.06524 4.97496
C -0.66448 0.38740 2.66821
O -0.08180 0.92676 1.67132
H 1.12328 1.07082 5.33159
H 1.17882 2.07646 3.87998
H 1.93442 0.45165 3.88012
H -2.06932 0.32813 4.84489
H -1.07265 -1.16695 4.94693
H -0.61847 0.28349 5.91509
H -1.62758 -0.13745 2.54849
```

These are the Mulliken partial charges, in e, on atoms 1 to 5: C -0.960; H 0.637; H 0.388; H -0.039; C 0.005

Record 4
Molecular formula: C16H30O4
Method: DFT, ωB97M-V/def2-TZVPD

Output
- molecular weight (g/mol) = 286.4
- electronic energy (eV) = -25270.083
- LUMO energy (eV) = 0.904
- structure (SMILES) = CCCCOC(=O)CCCCCCC(=O)OCCCC
- energy above the lowest of the compared OMol25 structures with the same formula, charge and spin (kcal/mol) = 1.3
- gap between HOMO and LUMO (eV) = 10.93

XYZ file:
```
50
C16H30O4 (ωB97M-V/def2-TZVPD)
C -1.10976 -1.51409 -2.31349
C -0.55846 -2.63048 -1.43674
C -0.81207 -2.38285 0.04997
C -2.27730 -2.53645 0.45776
H -2.34971 -2.65038 1.54478
H -2.72702 -3.40295 -0.03436
O -3.07823 -1.41756 0.07636
C -3.28534 -0.46666 0.98732
O -2.88504 -0.51438 2.12237
C -4.09006 0.67418 0.40357
C -3.19630 1.55289 -0.48028
C -2.05437 2.17532 0.31865
C -1.08824 2.94147 -0.58008
C 0.07166 3.57798 0.18660
C 0.92433 2.58099 0.98818
C 1.47557 1.47874 0.11679
O 0.81832 0.61569 -0.40698
O 2.79987 1.58866 -0.01383
C 3.47864 0.60952 -0.80072
C 4.14882 -0.44635 0.07517
C 3.13968 -1.31260 0.82701
C 3.82866 -2.42531 1.60593
H 4.52856 -2.01052 2.32813
H 3.09608 -3.02289 2.14254
H 4.37908 -3.07894 0.93259
H 2.43398 -1.74521 0.11516
H 2.56842 -0.68951 1.51824
H 4.80914 0.05199 0.78804
H 4.76120 -1.07647 -0.57302
H 4.22622 1.15972 -1.37799
H 2.75689 0.14045 -1.47775
H 0.31215 2.12299 1.76608
H 1.75869 3.10643 1.45302
H 0.71744 4.10202 -0.52217
H -0.32139 4.31713 0.88834
H -1.62957 3.73302 -1.10462
H -0.69351 2.25697 -1.33197
H -1.51352 1.37440 0.82125
H -2.46012 2.84178 1.08342
H -2.78142 0.94041 -1.28246
H -3.80618 2.33767 -0.93381
H -4.49924 1.26121 1.22636
H -4.90325 0.26064 -0.19355
H -0.23399 -3.09939 0.63760
H -0.47112 -1.37860 0.30709
H -1.00022 -3.58746 -1.72716
H 0.52027 -2.70337 -1.59366
H -0.87748 -1.69985 -3.36036
H -0.66228 -0.56858 -2.01801
H -2.18848 -1.44145 -2.20530
```

These are the Mulliken partial charges, in e, on atoms 1 to 5: C -0.794; C -0.649; C 0.267; C -0.860; H 0.387